{
  "formula": "C89H206B2F6N11O21S2Zn2",
  "method": "ωB97M-V/def2-TZVPD",
  "species": ["Zn", "Zn", "B", "H", "H", "H", "H", "B", "H", "H", "H", "H", "C", "F", "F", "F", "S", "O", "O", "N", "S", "O", "O", "C", "F", "F", "F", "C", "C", "C", "O", "H", "H", "H", "H", "H", "H", "H", "H", "C", "C", "C", "O", "H", "H", "H", "H", "H", "H", "H", "H", "C", "C", "C", "O", "H", "H", "H", "H", "H", "H", "H", "H", "C", "O", "C", "C", "N", "C", "C", "O", "C", "H", "H", "H", "H", "H", "H", "H", "H", "H", "H", "H", "H", "H", "H", "H", "C", "O", "C", "C", "N", "C", "C", "O", "C", "H", "H", "H", "H", "H", "H", "H", "H", "H", "H", "H", "H", "H", "H", "H", "C", "O", "C", "C", "N", "C", "C", "O", "C", "H", "H", "H", "H", "H", "H", "H", "H", "H", "H", "H", "H", "H", "H", "H", "C", "O", "C", "C", "N", "C", "C", "O", "C", "H", "H", "H", "H", "H", "H", "H", "H", "H", "H", "H", "H", "H", "H", "H", "C", "C", "C", "C", "C", "C", "N", "O", "C", "C", "C", "H", "H", "H", "H", "H", "H", "H", "H", "H", "H", "H", "H", "H", "H", "H", "H", "H", "H", "H", "C", "C", "C", "C", "C", "C", "N", "O", "C", "C", "C", "H", "H", "H", "H", "H", "H", "H", "H", "H", "H", "H", "H", "H", "H", "H", "H", "H", "H", "H", "C", "C", "C", "C", "C", "C", "N", "O", "C", "C", "C", "H", "H", "H", "H", "H", "H", "H", "H", "H", "H", "H", "H", "H", "H", "H", "H", "H", "H", "H", "C", "C", "C", "C", "C", "C", "N", "O", "C", "C", "C", "H", "H", "H", "H", "H", "H", "H", "H", "H", "H", "H", "H", "H", "H", "H", "H", "H", "H", "H", "C", "C", "C", "C", "C", "C", "N", "O", "C", "C", "C", "H", "H", "H", "H", "H", "H", "H", "H", "H", "H", "H", "H", "H", "H", "H", "H", "H", "H", "H", "C", "C", "C", "C", "C", "C", "N", "O", "C", "C", "C", "H", "H", "H", "H", "H", "H", "H", "H", "H", "H", "H", "H", "H", "H", "H", "H", "H", "H", "H"],
  "positions_angstrom": [[5.92824, 1.45018, 2.88546], [2.14471, -0.09813, 2.28440], [3.36121, -1.64029, 1.29393], [3.41755, -1.62877, 2.37139], [4.25419, -2.04083, 0.83961], [2.41114, -2.12579, 1.13301], [3.24152, -0.66990, 0.83757], [3.74463, 1.16859, 3.18767], [3.40398, 0.21671, 3.56468], [4.28255, 1.15532, 2.25241], [2.77974, 1.61414, 3.00141], [4.33665, 1.72654, 3.89650], [-2.02437, 0.29305, 1.18276], [-1.64360, 1.57237, 1.38597], [-2.47071, -0.28851, 2.27833], [-2.97442, 0.33372, 0.24123], [-0.54315, -0.78570, 0.48224], [-0.55736, -1.98262, 1.32405], [-0.96673, -1.13238, -0.84264], [1.01535, 0.04699, 0.74670], [1.14310, 0.90107, -0.56616], [-0.08333, 1.53577, -1.12386], [2.32991, 1.84303, -0.28027], [1.86077, -0.19774, -1.94356], [3.11894, -0.52229, -1.66779], [1.18061, -1.33107, -2.08511], [1.82154, 0.51886, -3.06142], [-3.67592, 4.78066, -3.05239], [-3.28856, 4.35978, -1.57899], [-4.20692, 3.34470, -0.89193], [-1.94451, 4.06983, -1.48103], [-2.87214, 4.49258, -3.72994], [-3.73346, 5.85454, -3.23005], [-4.64939, 4.40247, -3.36452], [-3.43535, 5.32795, -1.10024], [-5.10095, 3.83283, -0.50393], [-3.86880, 2.79882, -0.01113], [-4.51351, 2.56146, -1.58520], [-1.77053, 3.36652, -2.11086], [5.55890, 0.39959, -3.15312], [5.91326, -0.84784, -2.22378], [7.33332, -1.36326, -2.18812], [5.66018, -0.40282, -0.92881], [5.49425, 0.16526, -4.21567], [6.39464, 1.09679, -3.09344], [4.64316, 0.87935, -2.80764], [5.15036, -1.60404, -2.40888], [7.59177, -2.10289, -1.43031], [8.05538, -0.55149, -2.27619], [7.50199, -1.87456, -3.13587], [4.99273, -1.01845, -0.61719], [-2.60281, 5.04690, 3.54729], [-3.73770, 5.46784, 2.71948], [-4.78112, 6.22524, 3.44523], [-3.17919, 6.32773, 1.76746], [-1.85586, 5.81679, 3.74076], [-2.09593, 4.27248, 2.97157], [-2.92641, 4.73019, 4.53880], [-4.16964, 4.59972, 2.22158], [-4.42360, 6.81431, 4.28978], [-5.40773, 5.50071, 3.96535], [-5.39634, 6.74539, 2.71103], [-2.98091, 5.79729, 0.99226], [-6.24932, -0.78145, -2.74520], [-6.88531, -0.45757, -3.97393], [-7.76420, 0.72736, -4.06847], [-8.45395, 0.76064, -5.33793], [-9.21286, -0.43216, -5.74488], [-10.47667, -0.64152, -5.11618], [-10.83322, -2.14466, -4.85932], [-9.74173, -3.02473, -4.73431], [-9.37393, -3.29188, -3.36980], [-5.81190, -1.77933, -2.77713], [-7.00608, -0.99636, -1.99073], [-5.54846, 0.00551, -2.46667], [-7.11885, 1.59104, -3.90822], [-8.47241, 0.79933, -3.24303], [-7.76258, 1.02044, -6.13956], [-9.11220, 1.62535, -5.42215], [-8.58023, -1.20898, -5.61666], [-11.18897, 0.02485, -5.60268], [-10.53961, -0.25459, -4.09912], [-11.08160, -2.50806, -5.85649], [-11.59318, -2.29711, -4.09295], [-10.19533, -3.52799, -2.69330], [-8.85101, -2.41824, -2.98067], [-8.72105, -4.16384, -3.40900], [-1.52984, 0.52028, -7.06186], [-2.14250, 0.21639, -5.81959], [-2.14123, -1.12160, -5.44529], [-2.93224, -1.40540, -4.15548], [-3.20947, -2.86336, -4.08130], [-2.00150, -3.73939, -4.06248], [-2.46526, -5.17423, -3.72891], [-1.27825, -5.92464, -3.57545], [-1.36273, -7.07041, -2.71740], [-0.53713, 0.23778, -7.41231], [-1.45245, 1.60742, -7.07761], [-2.14857, 0.23529, -7.91277], [-1.14748, -1.48371, -5.18179], [-2.57675, -1.68275, -6.27205], [-3.88119, -0.86936, -4.17122], [-2.36484, -1.05536, -3.29315], [-3.93458, -3.07861, -4.75062], [-1.31037, -3.50595, -3.25258], [-1.46615, -3.63278, -5.00595], [-3.05763, -5.68669, -4.48692], [-3.15845, -5.22960, -2.88956], [-1.92622, -6.72119, -1.85216], [-0.36412, -7.18775, -2.29656], [-1.63962, -8.03075, -3.15235], [4.41299, 3.96389, 1.34929], [5.45058, 2.98941, 1.30634], [6.42169, 3.18843, 0.23701], [7.53072, 2.13773, 0.52851], [6.91481, 0.98206, 1.06034], [8.00555, -0.04462, 1.46879], [7.23450, -1.09996, 2.24634], [6.45072, -0.45723, 3.24368], [6.31209, -1.00591, 4.54235], [3.80710, 3.88355, 0.44677], [4.83458, 4.96871, 1.32254], [3.80272, 3.70388, 2.21420], [6.92118, 4.15711, 0.25349], [5.84841, 3.29098, -0.68436], [8.21147, 2.48240, 1.30689], [8.05441, 1.87685, -0.39116], [6.37183, 0.48585, 0.36821], [8.86752, 0.40572, 1.96104], [8.56977, -0.48970, 0.64924], [7.86565, -1.84169, 2.73582], [6.58701, -1.67968, 1.58848], [5.76072, -0.48007, 5.32183], [7.35471, -1.05702, 4.85608], [5.78189, -1.95089, 4.66075], [2.27168, -0.78972, 8.27929], [1.78395, -1.48359, 7.08966], [2.77120, -1.48619, 6.05308], [2.33531, -2.30791, 4.80453], [1.46881, -1.54604, 3.80325], [0.13046, -1.10530, 4.41657], [0.22617, 0.39745, 4.80074], [0.67361, 1.08432, 3.59446], [0.61766, 2.49703, 3.71998], [1.57274, -0.73048, 9.11360], [2.53637, 0.26511, 8.20603], [3.19604, -1.29354, 8.56183], [3.49652, -2.18908, 6.46289], [3.15745, -0.50735, 5.76882], [1.74814, -3.13315, 5.20739], [3.24288, -2.73418, 4.37708], [1.35908, -2.24798, 3.08538], [-0.18518, -1.76454, 5.22519], [-0.61252, -1.10206, 3.61903], [0.98207, 0.51835, 5.57669], [-0.66045, 0.82154, 5.27207], [0.74556, 2.89358, 2.71276], [1.36509, 2.76587, 4.46642], [-0.28315, 2.89946, 4.18332], [2.74295, 11.21035, 2.12941], [2.07566, 9.79509, 2.37353], [0.92425, 9.96160, 3.48418], [0.03064, 8.83035, 3.70171], [-0.66932, 8.65346, 2.40412], [0.29432, 8.26621, 1.22471], [1.48347, 9.19020, 1.16849], [2.43577, 8.91090, 0.20378], [0.74101, 6.86776, 1.42278], [-0.51021, 8.46202, -0.10382], [3.17412, 8.85632, 3.04627], [3.59616, 10.97984, 1.49144], [3.05445, 11.65648, 3.07388], [2.05814, 11.86701, 1.59282], [1.42178, 10.25820, 4.40754], [0.26466, 10.78031, 3.19652], [-0.56589, 9.09806, 4.57382], [0.68442, 7.97144, 3.85322], [-1.27532, 9.54780, 2.25914], [-1.49190, 7.95161, 2.54156], [0.05246, 6.07075, 1.70344], [1.31978, 6.49532, 0.57755], [1.53163, 6.77447, 2.16730], [0.07175, 8.04795, -0.92721], [-1.43362, 7.92338, 0.10895], [-0.81684, 9.48778, -0.30851], [3.64282, 9.24538, 3.95018], [3.96415, 8.77808, 2.29940], [2.84583, 7.83464, 3.23731], [2.11512, 9.48960, -0.49184], [-0.22714, 6.51339, -3.77466], [1.00872, 6.38039, -4.72707], [2.25659, 6.01615, -3.84038], [2.38428, 4.53234, -3.27864], [2.37482, 3.81539, -4.56767], [1.13612, 3.94153, -5.43552], [0.90470, 5.37488, -5.78646], [-0.10934, 5.52396, -6.64587], [1.31841, 3.07816, -6.64167], [-0.00773, 3.27162, -4.67671], [1.45618, 7.68873, -5.60705], [-0.33717, 6.01768, -2.81015], [-1.05344, 5.96708, -4.22948], [-0.40714, 7.56051, -3.53128], [3.15825, 6.07179, -4.45030], [2.33400, 6.68254, -2.98129], [1.63291, 4.11944, -2.60552], [3.27086, 4.55121, -2.64483], [2.68577, 2.81012, -4.28334], [3.26943, 4.19988, -5.05750], [0.49496, 3.04904, -7.35524], [2.06717, 3.54695, -7.28018], [1.50117, 2.01774, -6.46790], [-0.11240, 2.19158, -4.77995], [-0.02958, 3.49884, -3.61088], [-0.88627, 3.74881, -5.11093], [2.21012, 7.40251, -6.34038], [1.82163, 8.52137, -5.00600], [0.59675, 8.12910, -6.11258], [0.22296, 6.30317, -7.09754], [-2.60703, 0.43473, 9.46369], [-3.48970, -0.06269, 8.24459], [-3.09295, 0.80909, 7.08207], [-3.65151, 0.17981, 5.71590], [-3.25946, -1.24489, 5.58575], [-3.46470, -2.12180, 6.79905], [-3.20659, -1.47852, 8.06056], [-3.46910, -2.17895, 9.25781], [-4.95393, -2.61501, 6.81166], [-2.58429, -3.32962, 6.75779], [-4.92973, 0.28769, 8.43763], [-2.69777, -0.26987, 10.29038], [-2.87782, 1.43232, 9.80952], [-1.54383, 0.38623, 9.22840], [-3.45872, 1.83101, 7.18201], [-2.00425, 0.82935, 7.13122], [-3.17862, 0.69660, 4.88079], [-4.70586, 0.44902, 5.65284], [-2.22360, -1.28480, 5.24886], [-3.87106, -1.50102, 4.72062], [-5.33561, -3.15180, 7.68014], [-5.64431, -1.82419, 6.51826], [-5.08564, -3.20303, 5.90337], [-3.01391, -4.08241, 7.41874], [-2.34789, -3.75139, 5.78090], [-1.55905, -3.23027, 7.11430], [-5.60966, -0.33401, 7.85516], [-5.36152, 1.26731, 8.23263], [-5.16172, 0.15554, 9.49442], [-2.63018, -2.64106, 9.32314], [1.52509, -3.85225, -7.33716], [2.45264, -2.98094, -6.40149], [1.58497, -2.70381, -5.02578], [1.56931, -3.96064, -4.12216], [3.07428, -4.37936, -3.78365], [3.96921, -4.59582, -5.08000], [3.80690, -3.54550, -6.13223], [4.56950, -3.70520, -7.22272], [5.41466, -4.58500, -4.55102], [3.62247, -5.98778, -5.63881], [2.61818, -1.56294, -6.89377], [1.89508, -3.95865, -8.35691], [0.57183, -3.40483, -7.61858], [1.21468, -4.82555, -6.95713], [1.85416, -1.82205, -4.44429], [0.63692, -2.35802, -5.43777], [1.08265, -4.79462, -4.62789], [0.92970, -3.80380, -3.25360], [2.93208, -5.38620, -3.39103], [3.63783, -3.84766, -3.01695], [5.71691, -3.54127, -4.46516], [5.44097, -5.05869, -3.56968], [6.21376, -5.02978, -5.14407], [3.93015, -6.79465, -4.97368], [2.53417, -6.03725, -5.60332], [3.88971, -6.06543, -6.69269], [2.79804, -1.52298, -7.96808], [3.40759, -1.05175, -6.34276], [1.77041, -0.90543, -6.70123], [5.24430, -3.03190, -7.10907], [5.16020, -7.06592, 2.60672], [5.40250, -6.08169, 1.46166], [6.08612, -6.71217, 0.19368], [5.31432, -7.75507, -0.54898], [3.94692, -7.13405, -0.93230], [3.22422, -6.35362, 0.11993], [4.16973, -5.53563, 0.91834], [3.52915, -4.67128, 1.73273], [2.13024, -5.43621, -0.50496], [2.44396, -7.30863, 1.13538], [6.31957, -4.85262, 1.90845], [4.40744, -6.62051, 3.25714], [5.99695, -7.22733, 3.28636], [4.85647, -7.98918, 2.11333], [6.39625, -5.99582, -0.56709], [7.05663, -7.11166, 0.48797], [5.09146, -8.66970, 0.00045], [5.86822, -8.16593, -1.39307], [3.42062, -7.98409, -1.36652], [4.22785, -6.39097, -1.67862], [1.19881, -5.22497, 0.02032], [2.53817, -4.49488, -0.87318], [1.72909, -5.82508, -1.44089], [2.27872, -6.77585, 2.07184], [1.49850, -7.72967, 0.79343], [2.98618, -8.19237, 1.47169], [5.87501, -4.50057, 2.83933], [6.18076, -3.98143, 1.26826], [7.39112, -4.99990, 2.04330], [3.92872, -3.85479, 1.42405], [-3.87881, -6.46567, 1.82350], [-4.06999, -4.91153, 1.95134], [-3.07036, -4.33459, 0.82975], [-3.45921, -3.03225, 0.14817], [-4.88808, -3.06667, -0.24517], [-5.90407, -3.26223, 0.95917], [-5.48610, -4.45790, 1.70070], [-6.40760, -4.93999, 2.71663], [-5.87376, -1.88821, 1.86138], [-7.30466, -3.45060, 0.27630], [-3.72620, -4.27824, 3.34485], [-4.58546, -7.06761, 2.39483], [-2.84124, -6.77705, 1.94429], [-4.33350, -6.81520, 0.89657], [-2.14485, -4.11650, 1.36264], [-2.76071, -5.07673, 0.09392], [-2.80612, -2.92142, -0.71744], [-3.06899, -2.21528, 0.75510], [-5.11947, -3.71182, -1.09272], [-5.07159, -2.08135, -0.67362], [-6.01530, -0.98213, 1.27224], [-6.51030, -1.81722, 2.74335], [-4.90610, -1.72811, 2.33689], [-7.71434, -2.47199, 0.02615], [-7.23225, -4.06095, -0.62389], [-8.09358, -3.86438, 0.90438], [-4.20365, -3.30424, 3.45199], [-2.64608, -4.18701, 3.45940], [-4.20357, -4.91386, 4.09064], [-6.80899, -5.65383, 2.21572]],
  "forces_ev_per_angstrom": [[-0.98, -0.25, -2.05], [-0.08, -0.79, 1.19], [0.05, -0.59, -0.02], [1.07, 0.08, 3.99], [3.23, -1.83, -1.55], [-3.10, -2.39, -1.26], [0.06, 3.93, -1.55], [0.10, -0.31, -0.24], [0.49, -3.60, 2.01], [1.32, -0.76, -3.91], [-2.58, 3.05, -0.80], [2.04, 2.58, 3.76], [0.76, 1.12, -1.52], [-0.15, -1.01, 0.57], [0.06, 0.44, -0.04], [0.51, -0.45, 0.76], [-1.22, -3.30, 1.81], [0.90, 1.90, 0.39], [0.75, 1.47, -0.07], [-5.24, -1.25, -2.01], [3.11, 6.37, -1.83], [2.57, -1.94, 1.50], [-3.21, -2.76, -0.77], [-0.65, -0.21, 0.28], [-0.23, 0.20, 0.04], [0.33, 0.41, -0.24], [0.01, -0.21, 0.17], [0.01, -0.47, 0.27], [-1.51, 1.74, -0.44], [-0.68, -0.30, -0.29], [1.05, -0.31, 0.11], [-0.20, -0.58, -0.15], [0.04, 0.18, 0.61], [0.15, -0.35, -0.11], [0.26, -0.05, 0.77], [-0.26, 0.17, -0.44], [0.93, 0.34, -0.06], [-0.15, -0.04, -0.17], [0.38, -0.30, -0.03], [1.35, -1.14, 0.22], [-0.48, 1.18, -1.13], [0.22, -0.28, -2.46], [-0.69, 0.29, 1.95], [-0.22, -0.29, 0.04], [0.00, 0.29, 0.22], [0.16, -0.19, -0.03], [0.44, -0.44, -0.49], [-0.37, 0.34, 0.31], [0.04, 0.21, 0.65], [0.11, -0.31, -0.19], [-0.31, 0.30, 0.90], [1.13, -1.12, 1.30], [0.11, 0.60, -0.16], [-1.26, -0.56, 0.85], [0.08, 0.69, -1.76], [-0.29, 0.42, -0.27], [0.29, -0.38, 0.48], [0.07, -0.64, 0.00], [-0.26, -0.10, -0.03], [0.30, 0.62, -0.52], [-0.36, -0.14, -0.11], [0.01, 0.34, 0.40], [0.23, 0.16, -0.28], [-1.35, 0.09, -0.21], [-0.78, 0.18, -0.75], [1.99, -0.79, 2.89], [-1.08, 0.16, -2.85], [1.42, 0.11, -0.20], [0.00, 0.11, 2.42], [0.22, 0.21, -3.44], [0.47, -0.23, 2.21], [0.59, 0.26, -0.80], [0.64, 0.26, -0.85], [-0.24, 0.78, 0.55], [0.14, -0.15, 0.35], [0.08, 0.35, -0.34], [-0.14, -0.66, 0.38], [0.39, -0.51, -0.14], [-0.29, 0.12, 0.59], [-0.23, -0.40, 0.05], [-0.74, -0.88, -0.47], [0.61, 0.61, 0.62], [-1.53, 0.12, 0.03], [-0.05, 0.10, -0.14], [-0.45, 0.03, -0.29], [0.24, -0.05, 0.26], [0.14, 0.17, 0.12], [-0.74, 1.35, -0.74], [1.03, 0.67, 0.02], [-0.22, -0.42, 0.53], [-0.27, -0.53, -0.94], [0.82, 1.05, 1.44], [-2.21, -0.27, -0.15], [0.35, -0.33, -1.06], [0.29, -0.87, 0.32], [0.91, 1.55, 0.62], [0.53, -0.99, 1.26], [-0.29, 0.09, 0.00], [-0.51, -0.17, 0.06], [0.42, 0.05, -0.67], [0.05, -0.55, -0.06], [-0.07, -0.04, -0.02], [0.02, -0.19, 0.15], [0.39, -0.48, -0.22], [-0.22, 0.61, 0.10], [0.26, -0.65, -0.06], [-0.13, 0.42, -0.75], [0.46, 0.46, 0.76], [-0.67, -0.73, 0.08], [0.25, -0.19, -0.24], [-0.56, 0.29, -0.25], [-0.25, 0.07, -0.66], [1.34, 0.48, 0.07], [0.12, 0.38, 1.13], [-0.89, 1.14, -1.54], [2.40, -2.37, 2.52], [-1.10, 0.29, -0.29], [0.84, -0.93, 0.03], [-1.59, 1.40, 0.46], [1.31, -1.21, 1.23], [-0.20, -0.28, -0.01], [-0.02, 0.08, 0.62], [0.05, 0.47, -0.06], [-0.13, 0.39, 0.71], [0.21, -1.27, -0.39], [0.20, 0.54, -0.37], [0.35, 0.35, -0.05], [-0.80, -0.22, -0.70], [-0.57, 0.53, 0.91], [-0.80, -0.25, -0.69], [0.32, 0.14, 0.05], [-0.28, 0.26, -0.08], [-0.03, 1.42, -0.83], [-0.15, -0.64, 0.74], [0.40, -0.50, -1.10], [0.48, -0.45, -0.41], [-0.37, 1.88, 0.37], [-0.49, -1.94, -0.01], [-1.10, 1.71, 0.91], [-0.07, -0.19, 1.35], [0.79, 0.82, -1.04], [1.41, -1.01, -0.05], [-1.72, -0.63, 0.87], [0.25, 0.03, 0.53], [-0.40, -0.98, -0.38], [0.02, 0.25, -1.13], [-0.01, -0.13, 0.44], [1.11, 0.57, 0.04], [0.06, 0.14, 0.28], [-0.07, -0.19, -0.13], [-0.21, 0.29, -0.58], [-0.89, -0.19, -0.38], [0.16, 0.21, 0.08], [0.08, -0.58, -0.04], [0.39, 0.11, 0.03], [-0.47, -0.08, -0.71], [0.24, 0.29, 0.29], [0.63, 0.49, -0.44], [-0.61, -0.50, -0.42], [-0.66, -1.91, -0.51], [-0.63, -0.54, 2.43], [2.00, 2.08, -1.02], [1.06, -0.83, -0.06], [-1.21, -0.20, -0.12], [-0.72, 2.00, -0.03], [-1.57, 1.60, 2.15], [0.09, -0.50, -0.61], [1.73, -2.10, -0.02], [0.30, -0.66, 1.25], [0.00, 0.43, -1.27], [0.22, 0.50, 0.04], [0.02, -0.09, -0.09], [-0.02, 0.01, 0.10], [0.22, 0.12, -0.01], [0.25, 0.50, -0.12], [-0.40, -0.66, -0.12], [-0.39, -0.46, 0.72], [0.44, 0.52, -0.70], [0.36, -0.78, -0.63], [-0.69, 0.42, -0.27], [-0.35, 0.05, -0.60], [-0.17, 0.45, 0.50], [-0.35, -0.09, -0.16], [-0.09, -0.37, -0.67], [0.41, 0.12, 0.22], [-0.30, 0.29, 0.03], [0.24, -0.15, -0.01], [-0.27, 0.16, 0.09], [0.48, -0.03, -0.51], [-0.42, 0.04, -0.78], [1.58, 0.27, 0.54], [-0.47, -0.62, 0.99], [-1.48, 2.68, -0.12], [2.57, -1.24, 0.19], [-0.45, -0.87, 1.30], [3.71, -2.64, 2.66], [-2.15, 0.85, -1.18], [0.30, 0.48, -2.38], [-1.35, 0.97, 0.38], [-1.26, -0.51, 1.52], [1.55, -0.35, 0.31], [-0.49, 0.96, -0.69], [-0.50, 0.05, -0.45], [0.05, 0.53, 0.03], [-0.14, 0.55, -0.29], [-0.53, 0.62, 0.03], [0.54, -0.48, -0.58], [-0.72, -0.80, -0.86], [-0.05, -0.10, -0.79], [-0.67, 0.33, 0.46], [0.69, -0.37, 0.07], [0.49, 0.24, 0.51], [0.30, 0.04, -0.23], [0.08, 0.10, 0.04], [-0.53, -0.38, 0.09], [-0.04, -0.16, 0.20], [0.20, -0.21, 0.30], [-0.19, -0.17, -0.21], [-0.62, 0.08, -0.91], [-0.57, -0.92, -0.20], [0.74, 1.80, 1.05], [0.59, -1.21, -2.26], [1.35, 2.63, 1.90], [-0.14, 0.40, -0.51], [-2.50, -1.40, 0.87], [1.74, 3.08, -0.26], [-0.26, -0.64, -1.07], [-0.14, 0.13, -1.97], [1.11, -1.57, 0.04], [-2.48, -0.73, 1.62], [-0.39, 0.22, 0.11], [-0.04, 0.01, -0.16], [0.04, 0.25, -0.41], [0.04, -0.15, 0.28], [0.32, 0.12, -0.74], [-0.06, 0.31, -0.12], [-0.18, -0.58, 0.04], [0.03, -0.06, 0.19], [0.12, -1.27, 0.11], [0.45, 0.15, 0.03], [0.03, 0.46, 0.65], [0.13, -0.85, 0.15], [-0.02, -0.36, -0.31], [-0.97, -0.11, -0.29], [0.10, 0.92, 0.49], [0.21, -0.37, 0.24], [1.05, 0.54, -0.22], [-0.43, -0.40, 0.09], [0.02, -0.31, 0.65], [0.04, 0.49, -0.43], [-1.48, 0.04, 1.63], [0.88, -1.55, -0.93], [1.13, 0.95, -0.39], [-1.48, -0.44, -1.57], [0.13, -0.62, -0.03], [-2.83, 0.99, 4.19], [1.12, -0.61, -1.81], [0.22, 0.59, -0.19], [-1.14, 0.61, 0.12], [0.24, 0.67, -0.93], [0.88, -0.37, 0.17], [-0.20, 0.77, 0.73], [0.54, -0.04, 0.20], [0.99, -0.05, -0.14], [-0.34, -0.69, 0.09], [0.15, -0.05, -0.17], [0.39, 0.07, 0.35], [0.43, -0.11, 0.20], [-0.42, 0.65, -0.11], [-0.02, 0.22, 0.41], [0.05, -0.01, 0.06], [-0.42, -0.36, -0.42], [0.55, -0.06, -0.33], [-0.18, -0.20, -0.24], [0.45, -0.37, 0.23], [0.30, 0.14, -0.06], [0.39, -0.26, -0.14], [-0.51, -0.39, -0.11], [0.27, 0.03, -0.36], [0.33, 0.40, -0.19], [1.52, 0.77, -1.54], [1.40, -0.47, 0.88], [-1.49, -0.34, 0.81], [1.95, -0.34, -1.23], [-2.14, -0.86, 2.63], [1.02, -1.09, -2.89], [-0.72, 1.01, 1.63], [0.21, 0.25, -1.10], [0.41, -0.17, 0.08], [-1.55, -0.16, 0.31], [-0.43, -0.31, -0.18], [0.40, -0.14, -0.42], [-0.12, -0.11, 0.76], [-0.44, 0.79, 0.28], [0.12, -0.27, 0.41], [0.19, 0.02, 0.68], [-0.10, 0.53, -0.37], [-0.83, 0.58, -0.11], [-0.38, -0.06, -0.61], [0.49, -0.04, 0.85], [0.28, 0.25, 0.45], [0.26, -0.79, -0.13], [-0.33, 0.29, -0.16], [-0.14, 0.46, -0.39], [0.42, 0.00, -0.40], [0.28, -0.05, 0.46], [0.02, -0.21, -0.64], [-0.15, -0.60, -0.05], [-0.64, 0.74, 0.29], [-1.82, 0.54, 0.15], [0.01, 1.36, -0.66], [0.04, 0.13, 1.24], [1.41, -1.17, 0.10], [-1.23, 1.63, 0.67], [0.24, 0.97, 0.21], [0.14, -1.38, -1.27], [1.00, 0.80, -0.95], [0.49, -0.84, -0.33], [0.23, 0.37, 0.79], [-0.14, -1.06, -0.71], [0.46, 0.26, 1.41], [-0.19, -0.01, 0.00], [0.87, 0.55, -0.95], [0.17, -0.21, 0.16], [-0.62, -0.29, -0.05], [-0.20, -0.15, -0.43], [-1.04, 0.22, 0.34], [0.27, -0.63, 0.34], [-0.54, 0.26, 0.10], [-0.32, -0.15, -0.32], [-0.69, -0.56, -0.32], [0.47, -0.33, -0.38], [0.25, 0.15, -0.33], [0.10, 0.00, 0.03], [0.33, -0.27, 0.35], [0.25, -0.02, -0.24], [0.00, -0.14, 0.37], [0.40, 0.01, 0.30], [-0.34, -0.20, 0.26]],
  "e_homo_ev": -9.087,
  "mol_weight_g_mol": 2097.21,
  "charge": 1,
  "spin_multiplicity": 1
}